ORCA calculation (ωB97M-V with the def2-TZVPD basis set) on a structure of composition C26H50Br2ClF3NiO12S5.

Structure (XYZ):
```
100
Properties=species:S:1:pos:R:3
Ni -1.02960 -2.93128 0.40743
C 0.42040 -0.67203 1.47647
O -0.70809 -0.22800 0.69561
O 0.52341 -2.01188 1.40122
C 1.54980 0.29986 1.24694
F 1.98343 0.33718 -0.03147
F 1.23103 1.59717 1.51352
F 2.56301 0.04361 2.12248
C -1.40979 0.96441 1.01372
C -2.75672 0.85581 0.34108
H -3.27265 1.80450 0.54240
H -2.56941 1.02056 -0.72524
H -3.35369 0.00405 0.64120
H -0.89963 1.87596 0.71552
H -1.60630 1.04980 2.08827
H 0.11788 -0.46857 2.51958
Cl -3.31227 -2.79109 -0.23839
C -0.81338 4.42653 0.36800
C 0.74699 4.24362 0.05730
C 1.11639 5.20807 -1.02604
S 0.32679 6.74981 -0.57162
O 0.00789 7.56521 -1.73456
O 1.04518 7.31809 0.55536
C -1.14117 5.86782 0.07631
H -0.84749 4.01426 1.37755
H -1.37198 3.70070 -0.22227
H 0.92051 3.24214 -0.33707
H 1.29701 4.32288 0.99198
H 0.65986 4.86416 -1.95635
H 2.17177 5.41309 -1.19783
H -1.89064 5.95984 -0.71187
H -1.57281 6.41589 0.91383
C 2.12566 -3.71160 -3.39764
C 3.11456 -2.75797 -2.74390
C 2.29087 -2.08802 -1.63795
S 0.69626 -1.72709 -2.32437
O 0.65576 -0.43965 -2.98627
O -0.40393 -2.09150 -1.43016
C 0.74294 -3.06363 -3.58729
H 1.94915 -4.49814 -2.65210
H 2.55347 -4.27423 -4.22691
H 3.37703 -2.05746 -3.54702
H 4.09268 -3.09131 -2.40644
H 2.70660 -1.21462 -1.14047
H 2.04171 -2.80419 -0.84937
H 0.45592 -2.52038 -4.48644
H -0.05608 -3.75708 -3.34119
C 7.75373 2.23989 0.99655
C 7.32427 0.76885 1.12771
C 5.89674 0.58328 0.62299
S 5.55338 1.97937 -0.55144
O 4.41077 2.63692 0.03961
O 5.54344 1.44516 -1.89908
C 7.11964 2.84181 -0.25595
H 8.83963 2.22938 1.02574
H 7.34005 2.71389 1.89193
H 7.45088 0.28820 2.09549
H 7.90371 0.13777 0.44006
H 5.26114 0.79444 1.48548
H 5.59897 -0.36334 0.18400
H 6.98355 3.91513 -0.35209
H 7.87104 2.52969 -0.98588
C -3.78679 -0.16544 -5.98632
C -3.66690 0.46258 -4.57057
C -2.74281 -0.43542 -3.80922
S -3.32091 -2.08213 -4.17461
O -4.30711 -2.64589 -3.29258
O -2.20418 -2.91554 -4.58916
C -4.27209 -1.61881 -5.68580
H -2.80039 -0.12113 -6.44082
H -4.59753 0.33189 -6.51343
H -4.62329 0.48277 -4.03921
H -3.27930 1.48247 -4.55464
H -2.54131 -0.33584 -2.74385
H -1.77893 -0.48616 -4.32740
H -5.35292 -1.65204 -5.62401
H -3.84809 -2.27934 -6.44086
C -4.60484 -4.76023 2.73760
C -4.94068 -3.46771 3.53933
C -3.60889 -2.81476 4.05330
S -2.25405 -3.94701 3.55440
O -1.38419 -4.35915 4.62450
O -1.68002 -3.43307 2.33373
C -3.24006 -5.40018 3.07463
H -4.35970 -4.44999 1.71570
H -5.47027 -5.41490 2.68754
H -5.63222 -3.68221 4.34777
H -5.36546 -2.74987 2.84181
H -3.64693 -2.89700 5.13738
H -3.37227 -1.83046 3.66541
H -3.33620 -6.03465 3.95961
H -2.78441 -6.02586 2.31356
Br -2.64349 0.52587 6.82069
C -0.73974 0.82220 6.31749
C -0.61791 1.13743 4.85696
Br -1.28254 2.91955 4.46364
H -0.17682 -0.06240 6.60655
H -0.37173 1.64902 6.91972
H -1.12176 0.41672 4.21836
H 0.43743 1.13098 4.58216
```

Calculated values
- E_HOMO (spin up / spin down): -9.15 / -9.10 eV
- Expectation value of S²: 2.004
- Largest force on an atom: 3.56 eV/Å
- Lowest unoccupied orbital energy (spin up / spin down): -0.006 / -0.797 eV
- Frontier orbital gap (spin up / spin down): 9.1 / 8.3 eV
- Net charge: 0
- Multiplicity: 3

Löwdin population analysis, charges in e, atoms 1 to 99: Ni 0.64; C -0.43; O -0.12; O -0.19; C -0.50; F 0.12; F 0.12; F 0.13; C -0.26; C -0.06; H 0.08; H 0.07; H 0.04; H 0.08; H 0.09; H 0.14; Cl 0.03; C -0.20; C -0.22; C -0.24; S 0.69; O -0.34; O -0.33; C -0.22; H 0.08; H 0.10; H 0.10; H 0.12; H 0.12; H 0.11; H 0.10; H 0.10; C -0.22; C -0.20; C -0.22; S 0.73; O -0.29; O -0.41; C -0.19; H 0.11; H 0.12; H 0.12; H 0.12; H 0.09; H 0.11; H 0.10; H 0.09; C -0.22; C -0.23; C -0.21; S 0.69; O -0.33; O -0.34; C -0.22; H 0.11; H 0.12; H 0.11; H 0.11; H 0.09; H 0.10; H 0.11; H 0.11; C -0.19; C -0.23; C -0.25; S 0.67; O -0.36; O -0.34; C -0.20; H 0.11; H 0.11; H 0.12; H 0.12; H 0.10; H 0.09; H 0.10; H 0.09; C -0.22; C -0.18; C -0.17; S 0.71; O -0.30; O -0.41; C -0.20; H 0.05; H 0.11; H 0.11; H 0.11; H 0.09; H 0.10; H 0.10; H 0.11; Br 0.56; C -0.65; C -0.72; Br 0.65; H 0.06; H 0.05; H 0.03

---

ORCA calculation (ωB97M-V with the def2-TZVPD basis set) on a structure of composition C26H50CrNOP3.

Structure (XYZ):
```
82
Properties=species:S:1:pos:R:3
Cr 0.28016 -0.81435 0.39368
P -2.02248 0.44158 0.29707
P 1.01652 -2.13994 2.17488
P -0.83453 -2.45540 -1.07322
H 2.03670 0.42166 -3.35429
C 1.47639 0.94076 -4.13306
C 0.61473 1.92225 -3.81734
H 0.25663 2.06256 -2.78902
C -2.15683 2.19807 0.77348
C -3.07721 -0.32028 1.58518
C -3.10360 0.49065 -1.18958
C 2.78608 -1.92882 2.56757
C 0.27563 -1.91415 3.83372
C 0.82475 -3.92557 1.88067
C -0.91500 -1.66599 -2.71791
C -2.53523 -2.97785 -0.62731
C -0.08217 -4.07072 -1.44666
H 1.70662 0.63857 -5.16746
H 0.14190 2.55722 -4.57580
H -1.99820 2.82578 -0.11040
H -1.41532 2.45302 1.53635
H -3.16088 2.39471 1.17452
H -2.51926 -0.35745 2.52944
H -3.36601 -1.33969 1.30528
H -3.97265 0.30074 1.72526
H -2.54280 0.95430 -2.01230
H -3.98962 1.10968 -0.97855
H -3.43950 -0.50260 -1.50238
H 3.34794 -2.86664 2.44258
H 2.86770 -1.59713 3.61134
H 3.23803 -1.15448 1.93410
H 0.55404 -2.76316 4.47407
H -0.81618 -1.86738 3.75657
H 0.63274 -0.98204 4.28924
H 1.12703 -4.48063 2.78119
H 1.44256 -4.24510 1.03159
H -0.22659 -4.15175 1.65569
H -1.03171 -2.43556 -3.49176
H 0.01013 -1.10625 -2.90225
H -1.75280 -0.96462 -2.77799
H -2.84778 -3.81287 -1.26905
H -3.26336 -2.16733 -0.72169
H -2.52842 -3.32284 0.41449
H -0.66057 -4.61916 -2.20890
H -0.03499 -4.67934 -0.53825
H 0.94083 -3.92725 -1.81655
C 3.14272 -2.53912 -1.46392
C 3.97013 -3.03247 -0.45009
C 4.66457 -4.22026 -0.66713
C 4.59104 -4.86235 -1.91198
C 3.82250 -4.31164 -2.94822
C 3.11869 -3.12237 -2.74157
O 2.30434 -1.46646 -1.21791
H 1.86029 -1.55384 -0.23812
H 4.06430 -2.46339 0.47718
H 5.27078 -4.62693 0.13953
H 5.15902 -5.77544 -2.08281
H 3.79901 -4.79218 -3.93131
H 2.51335 -2.66107 -3.52478
C 0.66273 4.00453 -0.47499
N 1.94222 3.42655 -0.97736
C 3.01923 4.46384 -0.90601
C 2.34860 2.07432 -0.31109
C 1.84091 1.95421 1.08712
C 2.28290 2.90155 2.02691
C 1.63475 3.03040 3.25513
C 0.59926 2.15755 3.57990
C 0.27330 1.12677 2.69943
C 0.92294 0.96187 1.47479
H 0.83683 4.43157 0.51579
H -0.10242 3.22689 -0.42961
H 0.35768 4.79949 -1.16491
H 1.79388 3.18803 -1.97606
H 3.09820 4.81449 0.12708
H 3.96356 4.02800 -1.23981
H 2.73112 5.30045 -1.55338
H 1.98384 1.28720 -0.98186
H 3.44495 2.06337 -0.34221
H 3.12997 3.55218 1.77686
H 1.93910 3.81502 3.95082
H 0.06224 2.25885 4.52491
H -0.53853 0.44829 2.99008
```

Calculated values
- E_HOMO (spin up / spin down): -16.23 / -16.31 eV
- Expectation value of S²: 3.976
- Largest force on an atom: 4.26 eV/Å
- ΔE to the lowest compared entry with this formula, charge and spin: 0.0 kcal/mol
- Lowest unoccupied orbital energy (spin up / spin down): -11.534 / -9.605 eV
- Frontier orbital gap (spin up / spin down): 4.7 / 6.7 eV
- Net charge: +3
- Multiplicity: 4

Computed Löwdin charges, given in elementary charges: Cr 0.37; P 0.84; P 0.80; P 0.77; H 0.03; C -0.04; C -0.07; H 0.02; C -0.23; C -0.21; C -0.23; C -0.21; C -0.21; C -0.23; C -0.21; C -0.23; C -0.22; H 0.08; H 0.07; H 0.05; H 0.04; H 0.08; H 0.04; H 0.04; H 0.08; H 0.05; H 0.09; H 0.03; H 0.07; H 0.07; H 0.05; H 0.08; H 0.05; H 0.06; H 0.08; H 0.05; H 0.05; H 0.08; H 0.02; H 0.03; H 0.08; H 0.02; H 0.05; H 0.08; H 0.04; H 0.03; C -0.34; C -0.03; C -0.04; C -0.04; C -0.04; C -0.03; O -0.08; H 0.03; H 0.09; H 0.12; H 0.12; H 0.13; H 0.12; C 0.01; N -0.16; C 0.03; C -0.05; C -0.27; C -0.03; C -0.02; C -0.04; C -0.20; C -0.21; H 0.11; H 0.06; H 0.13; H 0.14; H 0.10; H 0.12; H 0.12; H 0.10; H 0.15; H 0.12; H 0.13; H 0.13; H 0.07

---

| no. | molecular weight (g/mol) |
| --- | --- |
| 1 | 1026.0 |
| 2 | 537.6 |